1.
Computed, not measured: the molecule C21H21F2N3O, with wB97M-V/def2-TZVPD.

The geometry in XYZ format:
```
48
Properties=species:S:1:pos:R:3:forces:R:3
C 2.27933 -1.72222 4.25523 0.00 -0.05 -0.22
C 2.24348 -2.21852 2.80970 0.06 -0.06 0.19
C 1.31087 -3.43108 2.70273 0.12 0.19 0.03
C 3.65705 -2.61399 2.36436 -0.17 0.06 0.07
C 1.74292 -1.12652 1.90929 -0.15 0.13 -0.16
C 1.47495 -1.20323 0.53165 -0.16 0.37 -0.18
C 1.06152 0.06898 0.17402 0.40 -0.36 0.53
C 0.64652 0.64664 -1.11844 -0.16 -0.28 -0.31
O 0.98802 1.75202 -1.48679 0.10 0.10 0.01
N -0.16999 -0.19724 -1.81727 0.16 -0.31 0.33
C -0.87438 0.04858 -2.99744 -0.16 0.17 -0.43
C -1.70708 -0.96091 -3.47976 0.15 0.17 0.07
C -2.44408 -0.77441 -4.63215 -0.04 0.19 -0.17
C -2.34353 0.43375 -5.29830 0.09 0.01 0.11
F -3.06020 0.62153 -6.42660 0.02 -0.01 0.04
C -1.52718 1.44999 -4.83763 -0.27 -0.25 -0.20
C -0.78987 1.25706 -3.68491 0.10 0.01 0.12
N 1.10508 0.81283 1.30636 0.06 -0.32 -0.76
C 0.63598 2.16678 1.45612 -0.14 0.58 0.09
C -0.75207 2.29800 0.87932 -0.07 0.12 0.07
C -1.72193 1.35480 1.20038 0.05 0.17 -0.03
C -2.97243 1.39798 0.61256 -0.16 0.07 -0.13
C -3.24008 2.40092 -0.30128 0.11 0.00 0.04
F -4.45139 2.43803 -0.89409 0.09 0.01 0.04
C -2.30132 3.36268 -0.62504 -0.25 -0.04 -0.01
C -1.05516 3.30387 -0.02825 -0.07 -0.13 0.21
N 1.48834 0.09737 2.34908 0.23 -0.10 0.79
H 2.92450 -0.85254 4.33711 0.06 0.10 0.09
H 2.65295 -2.50469 4.91163 0.05 -0.11 0.06
H 1.28344 -1.43460 4.58057 -0.09 0.05 0.10
H 0.29687 -3.15651 2.98579 -0.12 0.00 0.02
H 1.65147 -4.22249 3.36635 0.04 -0.12 0.06
H 1.29306 -3.81972 1.68728 -0.03 -0.08 -0.12
H 4.32493 -1.75791 2.42649 0.10 0.07 -0.01
H 4.04421 -3.40295 3.00510 0.07 -0.11 0.06
H 3.65311 -2.97305 1.33774 0.04 -0.05 -0.12
H 1.59972 -2.04890 -0.11451 0.03 -0.17 -0.18
H -0.34989 -1.09725 -1.39292 0.02 0.25 0.09
H -1.77796 -1.89810 -2.94630 -0.01 -0.11 0.06
H -3.09100 -1.54793 -5.01397 -0.07 -0.06 -0.05
H -1.47243 2.38038 -5.37973 0.00 0.09 -0.07
H -0.14876 2.03733 -3.31199 0.01 0.01 -0.01
H 1.31732 2.85112 0.94217 -0.08 -0.07 0.12
H 0.64777 2.38000 2.52867 0.07 -0.07 -0.15
H -1.49286 0.57371 1.91114 0.04 -0.12 0.06
H -3.73123 0.66869 0.84816 -0.10 -0.06 0.01
H -2.54515 4.12970 -1.34235 -0.05 0.07 -0.09
H -0.30349 4.03202 -0.28926 0.12 0.05 -0.07
```
Forces are in eV/Å.

Output
gap between HOMO and LUMO	9.06	eV
maximum force	0.82	eV/A
HOMO energy	-8.56	eV
SMILES	CC(C)(C)c1cc(C(=O)Nc2ccc(F)cc2)n(Cc2ccc(F)cc2)n1


2.
Computed, not measured: a structure of composition C21H21F3N6O3RhS at a distorted geometry, with wB97M-V/def2-TZVPD.

The geometry in XYZ format:
```
56
Properties=species:S:1:pos:R:3:forces:R:3
Rh 0.18513 1.18383 1.62973 0.20 -0.13 -0.55
S -1.05248 -0.04998 3.45897 0.21 0.12 0.33
C -0.61342 1.43401 4.23766 -0.34 -0.21 0.45
C -0.47545 1.57367 5.61441 -0.01 -0.13 -0.18
C -0.00538 2.78320 6.09878 0.05 0.24 -0.10
C 0.25261 3.81659 5.20701 -0.07 -0.20 0.24
C 0.07332 3.59777 3.84440 -0.11 0.07 -0.02
N -0.34440 2.43221 3.38212 0.16 0.09 -0.21
H -0.69526 0.73403 6.25392 -0.04 -0.01 0.12
H 0.15825 2.91513 7.15878 -0.02 0.05 0.02
H 0.60321 4.77708 5.55215 0.04 0.03 0.01
H 0.27631 4.37372 3.11809 0.05 -0.06 -0.04
C -1.30949 -1.93675 0.68490 0.01 -0.03 0.16
C -1.66708 -0.75329 -0.12890 0.03 -0.03 -0.08
N -1.13329 0.45032 0.00968 0.36 -0.10 0.47
C -1.70427 1.26288 -0.93193 -0.40 -0.09 -0.44
C -2.60096 0.53543 -1.64662 0.13 0.47 -0.02
N -2.57698 -0.73733 -1.13001 0.38 0.30 0.29
C -3.44879 -1.81351 -1.55107 -0.46 -0.40 -0.18
N -3.26591 -2.15560 -2.92909 1.04 -0.43 0.02
N -4.23268 -1.93230 -3.83402 -1.20 0.69 0.61
N -3.88654 -2.35319 -4.96232 -0.61 -0.05 -1.34
C -2.63972 -2.89673 -4.89971 0.81 0.04 1.52
C -1.81733 -3.48286 -5.85905 -0.12 0.07 0.10
C -0.57759 -3.90749 -5.44175 -0.03 -0.05 -0.15
C -0.15840 -3.77156 -4.11060 0.01 0.05 0.13
C -0.95965 -3.20502 -3.14353 0.13 -0.01 0.14
C -2.21032 -2.76878 -3.55391 -0.18 -0.09 -0.75
H -0.34974 -1.74987 1.16813 -0.04 -0.12 -0.08
H -1.23664 -2.84062 0.08312 0.05 -0.01 0.01
H -2.06156 -2.10439 1.45572 -0.03 -0.12 0.09
H -1.43650 2.29842 -1.02956 0.02 0.08 -0.05
H -3.22255 0.80817 -2.47304 -0.22 0.00 -0.18
H -4.49641 -1.50282 -1.44710 0.27 -0.11 -0.01
H -3.26757 -2.69001 -0.91904 0.00 0.25 -0.07
H -2.15796 -3.59264 -6.87436 0.01 -0.01 -0.18
H 0.09551 -4.35912 -6.15300 0.06 -0.06 -0.07
H 0.82456 -4.11978 -3.83582 0.11 -0.05 0.02
H -0.62106 -3.09913 -2.12529 0.10 -0.02 0.13
C 3.82830 2.82084 -0.24466 -0.15 0.22 0.28
C 2.43488 2.28158 -0.30281 0.27 -0.09 -0.46
C 2.16178 1.26835 -1.36896 -0.32 -0.14 0.27
O 1.56585 2.65650 0.47131 -0.13 0.07 0.28
H 4.06244 3.32643 -1.18010 0.04 0.03 -0.09
H 4.52875 1.99421 -0.14101 0.07 -0.11 -0.03
H 3.94887 3.50522 0.59132 -0.02 0.02 -0.03
H 2.84967 0.43403 -1.25713 0.11 -0.08 -0.03
H 2.32302 1.71355 -2.34818 0.03 0.05 -0.11
H 1.13933 0.90165 -1.27872 0.08 0.02 -0.13
F 4.84089 1.28644 2.72877 -0.09 0.12 0.06
C 4.16463 0.15085 2.52265 0.14 0.09 -0.21
F 4.69164 -0.42567 1.43638 -0.11 -0.08 -0.05
F 4.37969 -0.65065 3.56470 -0.17 -0.08 0.09
C 2.64999 0.45133 2.33036 0.93 -0.28 0.32
O 2.13555 1.27843 3.08270 -0.36 0.51 0.27
O 2.05118 -0.14678 1.41552 -0.64 -0.29 -0.60
```
Forces are in eV/Å.

Output
gap between HOMO and LUMO (spin up / spin down)	8.55 / 5.14	eV
maximum force	1.72	eV/A
spin multiplicity	5
HOMO energy (spin up / spin down)	-11.41 / -11.41	eV
total charge	+1


3.
Computed, not measured: a structure of composition C21H21F3N6O3RhS, with wB97M-V/def2-TZVPD.

The geometry in XYZ format:
```
56
Properties=species:S:1:pos:R:3:forces:R:3
Rh -1.38475 -0.12097 -1.64330 0.00 0.27 0.00
S -2.96019 -0.49167 0.56406 -0.03 -0.01 0.08
C -3.69305 0.88947 -0.13461 -0.04 0.08 -0.05
C -4.84424 1.49723 0.36461 0.00 -0.03 0.04
C -5.35805 2.60104 -0.30438 0.00 0.02 -0.02
C -4.71408 3.06012 -1.43803 0.03 -0.03 0.01
C -3.56037 2.40218 -1.87894 -0.02 0.07 -0.01
N -3.06831 1.35584 -1.24670 0.08 -0.16 0.05
H -5.31496 1.09950 1.25237 0.00 0.00 -0.01
H -6.25222 3.08943 0.05857 0.01 0.00 -0.01
H -5.08421 3.91105 -1.99205 -0.01 0.00 0.02
H -3.02820 2.72940 -2.76372 0.01 -0.03 0.00
C 0.64639 -2.17924 0.48242 0.04 -0.03 0.01
C 1.02534 -0.74796 0.34640 0.02 0.07 0.02
N 0.35306 0.17036 -0.32359 -0.08 -0.06 -0.03
C 1.04647 1.35706 -0.20659 0.03 0.03 0.04
C 2.15507 1.15070 0.54342 -0.01 -0.02 -0.05
N 2.13352 -0.18566 0.88389 0.03 0.03 0.06
C 3.15315 -0.82066 1.71559 0.00 0.03 -0.03
N 3.26294 -0.18649 2.98854 0.04 -0.01 -0.02
N 4.10319 0.88201 3.11691 -0.07 -0.08 0.00
N 3.94735 1.40464 4.26316 -0.01 0.03 0.05
C 2.96977 0.70171 4.94278 -0.05 -0.11 -0.06
C 2.44353 0.88266 6.22366 0.01 0.01 0.04
C 1.45628 0.01209 6.62257 0.01 0.04 0.06
C 0.99696 -1.01932 5.77995 -0.02 -0.03 -0.02
C 1.50865 -1.21292 4.51683 -0.01 -0.05 -0.04
C 2.51080 -0.32630 4.11875 0.04 0.15 0.05
H -0.39388 -2.30455 0.19344 -0.01 0.00 -0.01
H 0.75781 -2.52856 1.50951 0.00 0.02 -0.02
H 1.25132 -2.81130 -0.16920 -0.01 0.00 0.00
H 0.69667 2.26901 -0.66132 0.01 -0.02 0.01
H 2.94085 1.80510 0.88214 -0.03 -0.01 -0.02
H 4.12123 -0.72856 1.22893 0.00 -0.03 -0.04
H 2.90427 -1.87161 1.83303 0.00 -0.02 0.01
H 2.80669 1.67454 6.86455 -0.01 -0.01 -0.01
H 1.01843 0.10933 7.60680 0.02 0.02 -0.01
H 0.22120 -1.68046 6.14405 0.01 0.00 -0.02
H 1.15662 -2.01632 3.88199 0.00 0.01 0.02
C 1.50907 0.39718 -3.80239 -0.03 0.01 0.06
C 0.22539 1.04194 -4.21465 0.08 -0.02 -0.01
C 0.12552 1.60290 -5.59222 0.00 0.00 -0.03
O -0.73983 1.10485 -3.45533 -0.04 -0.03 -0.05
H 2.31408 0.59542 -4.50478 -0.01 0.02 -0.02
H 1.33536 -0.67963 -3.73629 0.01 0.00 0.00
H 1.78449 0.74029 -2.80360 -0.01 -0.04 -0.02
H 0.90440 2.35401 -5.73819 -0.01 0.01 0.01
H -0.85642 2.02855 -5.77587 0.00 0.00 -0.01
H 0.33132 0.80410 -6.31002 0.00 0.01 0.01
F -0.85182 -4.79785 -2.12858 0.00 0.00 -0.03
C -1.28630 -3.99217 -3.11289 0.02 0.05 -0.02
F -2.51112 -4.37211 -3.45781 0.03 -0.01 0.00
F -0.47790 -4.14023 -4.16394 -0.04 -0.04 0.03
C -1.25270 -2.53823 -2.60445 0.05 0.05 0.02
O -0.16117 -1.94013 -2.58806 -0.08 -0.10 0.01
O -2.32346 -2.03079 -2.17743 0.04 -0.06 -0.04
```
Forces are in eV/Å.

Output
gap between HOMO and LUMO (spin up / spin down)	8.52 / 5.38	eV
maximum force	0.27	eV/A
spin multiplicity	5
HOMO energy (spin up / spin down)	-11.37 / -11.37	eV
total charge	+1


4.
Computed, not measured: a structure of composition C21H21MnN2O4Si at a distorted geometry, with wB97M-V/def2-TZVPD.

The geometry in XYZ format:
```
50
Properties=species:S:1:pos:R:3:forces:R:3
Mn 0.12176 -0.35977 -0.39439 0.03 -0.73 1.66
C -1.03417 -2.47865 3.05839 0.17 0.14 0.53
C -0.33546 -1.83852 4.08994 -0.25 -0.14 -0.68
C 0.43531 -0.73534 3.78955 0.05 0.06 -0.06
C 0.53729 -0.28709 2.47202 -0.55 -0.65 -0.77
N -0.11810 -0.95369 1.45734 -0.26 -0.95 2.05
C -0.89196 -2.00764 1.77769 0.03 0.03 -0.25
C 1.30687 0.83752 1.97420 0.49 0.91 -1.12
C 2.11964 1.68229 2.73565 -0.27 -0.44 0.06
C 2.80550 2.70924 2.11563 0.09 0.09 -0.01
C 2.70981 2.89691 0.74234 0.07 -0.04 0.02
C 1.92967 2.04897 -0.02561 -0.09 -0.06 0.33
C 1.19388 1.02283 0.56573 0.53 1.18 0.88
H -1.65871 -3.33399 3.25409 -0.06 -0.09 -0.01
H -0.40383 -2.21388 5.09804 0.00 0.03 0.15
H 0.96950 -0.21878 4.57286 0.05 0.07 -0.03
H -1.39994 -2.50593 0.95272 0.15 0.12 0.11
H 2.22358 1.53345 3.80183 0.04 0.04 0.12
H 3.43382 3.36422 2.69808 0.05 0.08 0.12
H 3.25030 3.70089 0.26637 0.12 0.13 0.01
H 1.89464 2.19320 -1.09885 -0.08 0.01 -0.07
O -0.13885 1.28803 -3.96994 -0.49 -0.15 0.56
C -0.62085 0.90674 -2.91895 0.83 -0.01 -0.54
O 0.01794 0.18851 -2.03614 0.05 0.66 -3.03
C -2.01398 1.24162 -2.49991 -0.66 0.37 0.35
C -2.49382 0.84190 -1.24690 0.64 -0.12 -0.25
C -3.75150 1.18471 -0.82907 -0.80 0.24 -0.02
C -4.57552 1.91771 -1.68414 2.10 -0.49 -0.62
C -4.10708 2.34741 -2.93055 -0.74 0.02 0.53
C -2.83028 2.02594 -3.32426 0.56 -0.49 0.23
N -5.89989 2.20603 -1.26911 -1.81 0.46 0.53
O -6.61055 2.85877 -2.02338 0.32 -0.32 0.40
O -6.25997 1.77744 -0.17778 0.06 0.28 -0.55
H -1.87309 0.24083 -0.55639 -0.64 0.43 -0.42
H -4.12396 0.89538 0.14043 -0.04 -0.04 0.02
H -4.76638 2.92388 -3.56028 -0.01 0.04 -0.04
H -2.43697 2.35656 -4.27385 0.04 -0.01 -0.05
C 3.63351 -1.09276 -0.09921 -1.02 -0.10 -0.25
Si 1.95429 -1.82805 -0.73214 1.46 -1.66 -0.41
C 1.75076 -3.50507 0.23374 -0.03 0.92 -0.43
C 2.19683 -2.29168 -2.59461 -0.24 0.37 0.86
H 4.43434 -1.80635 -0.26074 0.10 -0.29 -0.11
H 3.59378 -0.86477 0.96105 -0.07 0.05 0.22
H 3.88790 -0.17589 -0.61955 -0.01 0.18 -0.13
H 2.62099 -4.12158 0.04186 0.28 -0.15 -0.09
H 0.87636 -4.06972 -0.07115 -0.23 -0.06 -0.13
H 1.68879 -3.34705 1.30472 0.00 0.08 0.28
H 3.06880 -2.92878 -2.70689 0.22 -0.14 0.08
H 2.34737 -1.40321 -3.19900 0.00 0.20 -0.06
H 1.34164 -2.82276 -3.00146 -0.20 -0.06 0.02
```
Forces are in eV/Å.

Output
gap between HOMO and LUMO (spin up / spin down)	5.94 / 7.61	eV
maximum force	3.10	eV/A
spin multiplicity	5
HOMO energy (spin up / spin down)	-6.94 / -8.63	eV


5.
Computed, not measured: the molecule C21H21N3O2S2 at a distorted geometry, with wB97M-V/def2-TZVPD.

The geometry in XYZ format:
```
49
Properties=species:S:1:pos:R:3:forces:R:3
C -0.25591 -2.31771 -2.75929 1.10 -3.44 -3.58
C -0.36106 -1.31147 -1.72751 -10.94 -3.08 -6.40
O -1.32317 -1.58956 -0.80002 -2.11 -2.73 3.20
C -1.04510 -2.76768 0.05950 -3.57 0.33 -2.21
C -2.10902 -3.03183 1.05051 -4.32 3.21 6.69
C -2.19441 -1.80648 2.35009 5.79 1.70 -3.47
N -2.36770 -0.39953 1.38281 1.73 -6.11 4.92
C -1.39850 0.44369 1.04386 2.76 -4.42 3.81
S 0.26890 0.17573 1.80050 -0.65 -2.68 1.19
C 1.12116 1.56134 1.26550 4.54 -3.71 -3.05
C 2.56280 1.31499 0.48989 1.53 0.17 6.52
N 3.68434 1.66059 1.28050 -3.13 -1.72 -3.26
C 4.77190 0.95852 0.77048 0.73 6.17 1.04
C 6.08579 1.65196 1.13943 -5.64 -13.89 -10.77
C 7.04171 0.85523 0.65728 6.91 2.43 -0.93
C 6.96660 -0.08423 -0.39750 -3.15 0.45 -0.62
C 5.67532 -0.29378 -0.93192 2.86 -5.75 -3.18
C 4.55162 0.16826 -0.38463 0.32 2.04 4.22
S 2.91704 -0.00196 -0.52607 -2.41 -0.53 -2.05
N -1.44152 1.43119 0.41731 -3.55 9.74 -5.68
C -2.78490 1.99977 -0.01712 -0.21 -7.21 2.75
C -2.99255 3.02704 -0.94563 10.01 -4.03 6.34
C -4.11994 3.09047 -1.40763 -8.14 9.48 -6.63
C -5.23531 2.59287 -0.91913 -3.68 -4.23 -0.12
C -5.12087 1.37207 -0.29315 6.53 2.50 2.25
C -3.91727 0.99291 0.42808 1.93 3.92 -4.74
C -3.63505 -0.33069 1.17045 -4.17 5.69 -2.49
O -4.59696 -0.96916 1.55170 0.57 -1.39 0.27
H 0.23572 -3.33672 -2.42327 -1.47 1.76 -0.40
H 0.47725 -2.03694 -3.56185 -0.46 0.21 0.70
H -1.23441 -2.47652 -3.40318 1.74 0.08 1.81
H 0.34043 -1.04399 -1.29452 12.81 3.72 6.89
H -0.73546 -0.42727 -2.15162 -0.56 1.46 -1.04
H -1.15747 -3.72709 -0.43735 0.92 0.03 -1.21
H -0.15091 -2.67690 0.53190 2.92 0.32 1.21
H -2.00955 -3.86144 1.81131 0.39 0.12 -1.76
H -3.26508 -2.83205 0.99099 2.17 -1.17 -1.66
H -3.02105 -1.68229 3.01234 -0.44 -0.62 0.35
H -1.06256 -1.70057 2.85731 -3.34 -0.19 -1.10
H 0.58968 1.86013 0.50157 -3.31 1.97 -3.87
H 1.18242 2.32457 1.87976 0.85 3.40 3.38
H 6.20692 2.22208 1.78594 1.44 9.61 10.26
H 8.16740 1.35282 0.88233 -2.64 -1.97 -0.46
H 7.75797 -0.56460 -0.93708 0.60 0.03 0.45
H 5.49279 -1.25673 -1.68899 0.92 2.90 1.43
H -2.13693 3.61250 -0.94094 1.27 1.51 -1.39
H -4.31340 4.14147 -2.00867 0.42 -2.63 0.82
H -6.26234 2.83694 -1.20043 0.58 0.46 -0.30
H -5.84935 0.87997 0.04611 -6.45 -3.89 1.85
```
Forces are in eV/Å.

Output
gap between HOMO and LUMO	8.16	eV
maximum force	18.46	eV/A
HOMO energy	-8.38	eV
SMILES	CCOCCCn1c(SCc2nc3ccccc3s2)nc2ccccc2c1=O


These records have total energy values of -34071.421 -59189.912 -59190.347 -72482.710 -52338.819 eV, in the order they appear.